ORCA calculation (ωB97M-V/def2-TZVPD) on a 2-piece molecular cluster, C24H35F12NO8 overall.

```
! RIJCOSX wB97M-V def2-TZVPD def2/J DEFGRID3
* xyz 0 1
C 5.254 -2.216 2.258
C 4.811 -2.305 0.813
O 5.883 -2.899 0.075
C 4.491 -0.944 0.182
N 3.491 -0.120 0.844
C 2.153 -0.696 0.955
C 1.439 -0.873 -0.388
O 0.405 0.068 -0.621
C 0.808 1.382 -0.729
O 1.960 1.526 -1.566
C 1.772 2.459 -2.529
O 2.675 3.025 -3.061
C 0.265 2.564 -2.787
C -0.024 1.424 -3.830
C 0.973 1.359 -4.979
F 0.011 0.194 -3.207
C -0.186 3.895 -3.446
F 0.710 4.879 -3.372
F -1.330 4.354 -2.894
F -0.467 3.736 -4.758
C -0.285 2.305 -1.338
C -0.348 3.553 -0.424
C 0.867 4.507 -0.321
C 1.862 4.218 0.825
C 3.188 3.571 0.414
O 4.239 4.163 1.184
C -1.677 1.649 -1.393
C -2.545 1.788 -0.159
O -1.852 1.255 0.988
C -2.393 0.169 1.560
O -1.745 -0.725 2.023
H 5.295 -3.213 2.697
H 4.560 -1.625 2.859
H 6.251 -1.777 2.317
H 3.933 -2.957 0.742
H 5.519 -3.437 -0.632
H 4.214 -1.105 -0.862
H 5.424 -0.374 0.156
H 3.830 0.118 1.768
H 2.148 -1.667 1.471
H 1.561 -0.032 1.588
H 2.138 -0.884 -1.226
H 0.933 -1.838 -0.382
H 1.073 1.735 0.271
H -1.041 1.536 -4.203
H 1.390 2.328 -5.234
H 1.760 0.654 -4.716
H 0.465 0.972 -5.862
H -0.521 3.170 0.584
H -1.225 4.142 -0.679
H 0.442 5.492 -0.125
H 1.412 4.616 -1.257
H 1.364 3.587 1.568
H 2.106 5.148 1.340
H 3.377 3.743 -0.648
H 3.174 2.495 0.599
H 4.865 3.478 1.426
H -2.253 2.053 -2.230
H -1.554 0.584 -1.577
H -3.465 1.223 -0.333
H -2.844 2.813 0.059
H -3.496 0.188 1.608
C -3.526 -3.631 1.842
C -4.672 -3.302 0.884
C -5.964 -2.726 1.472
F -6.513 -3.566 2.370
F -6.847 -2.539 0.466
F -4.954 -4.356 0.096
F -4.192 -2.297 0.079
O -3.397 -4.963 2.286
C -4.081 -5.445 3.357
C -5.084 -6.543 2.966
F -5.904 -6.119 1.985
F -5.830 -6.850 4.050
F -4.672 -4.469 4.069
F -3.181 -6.051 4.173
H -2.626 -3.464 1.253
H -3.489 -2.918 2.666
H -5.764 -1.763 1.949
H -4.542 -7.429 2.631
*
```

Values from the calculation:
- maximum force (eV/A) = 0.70
- HOMO-LUMO gap (eV) = 9.286
- total energy (hartree) = -2790.56514

Atomic partial charges in e from the Löwdin method, atoms 1 to 4: -0.042, -0.439, -0.040, -0.183

ORCA calculation (ωB97M-V/def2-TZVPD) on a single C6H7BrFN molecule at a distorted geometry.

```
! RIJCOSX wB97M-V def2-TZVPD def2/J DEFGRID3
* xyz 0 1
C -0.454 -0.793 1.085
C -0.385 -1.898 0.315
C 0.877 -1.077 -1.363
C 0.049 0.600 0.685
C 1.133 0.493 -0.387
C -1.228 1.380 0.000
N 0.178 -2.016 -0.908
F 1.325 1.638 -1.137
Br 3.005 0.129 0.456
H -0.983 -0.813 2.042
H -0.883 -2.822 0.665
H 1.448 -0.950 -2.263
H 0.427 1.161 1.575
H -0.763 2.271 -0.556
H -2.031 1.785 0.680
H -1.716 0.911 -0.892
*
```

Values from the calculation:
- maximum force (eV/A) = 4.29
- HOMO-LUMO gap (eV) = 9.363
- ΔE to the lowest compared entry with this formula, charge and spin (kJ/mol) = 80.4
- total energy (hartree) = -2961.36777

Atomic partial charges in e from the Löwdin method, atoms 1 to 4: -0.056, -0.189, -0.031, -0.330

ORCA calculation (ωB97M-V/def2-TZVPD) on a 2-piece molecular cluster, C17H23FNO4S2 overall.

```
! RIJCOSX wB97M-V def2-TZVPD def2/J DEFGRID3
* xyz 1 1
C -5.042 1.043 -2.726
C -3.634 1.228 -2.182
C -3.397 2.608 -1.560
O -3.449 2.545 -0.127
C -2.273 2.395 0.487
O -1.218 2.719 0.011
C -2.371 1.741 1.841
S -2.600 -0.041 1.624
C -0.907 -0.718 1.696
C 0.216 0.287 1.309
C 1.091 -0.486 0.411
N 0.536 -1.565 0.014
C -0.769 -1.849 0.629
O -2.714 1.068 -3.297
C -1.626 0.328 -3.082
O -1.204 0.058 -1.987
C -1.056 -0.151 -4.391
S 0.662 -0.708 -4.330
H -5.054 0.232 -3.454
H -5.713 0.769 -1.909
H -5.412 1.949 -3.207
H -3.420 0.458 -1.439
H -2.448 3.022 -1.898
H -4.184 3.295 -1.869
H -3.172 2.142 2.462
H -1.434 1.968 2.344
H -0.721 -1.171 2.669
H -0.219 1.032 0.620
H 0.701 0.785 2.144
H 2.075 -0.161 0.091
H 0.979 -2.175 -0.664
H -1.567 -1.835 -0.109
H -0.701 -2.840 1.081
H -1.677 -0.971 -4.752
H -1.102 0.662 -5.116
H 0.421 -1.790 -3.584
F 4.006 0.381 0.973
C 4.614 -0.479 1.839
C 3.838 -1.413 2.492
C 4.454 -2.291 3.374
C 5.822 -2.215 3.584
C 6.577 -1.262 2.911
C 5.975 -0.382 2.024
H 2.769 -1.448 2.323
H 3.863 -3.032 3.895
H 6.301 -2.897 4.272
H 7.644 -1.201 3.078
H 6.543 0.365 1.487
*
```

Values from the calculation:
- maximum force (eV/A) = 0.85
- HOMO-LUMO gap (eV) = 8.419
- total energy (hartree) = -1913.32080

Atomic partial charges in e from the Löwdin method, atoms 1 to 4: -0.007, -0.289, -0.074, 0.025

ORCA calculation (ωB97M-V/def2-TZVPD) on a 2-piece molecular cluster, C8H12O2S2 overall at a distorted geometry.

```
! RIJCOSX wB97M-V def2-TZVPD def2/J DEFGRID3
* xyz 0 1
C -2.399 -0.405 0.499
C -3.693 -0.151 -0.192
C 2.478 -0.298 -0.542
C 3.526 0.226 0.027
C -3.876 0.774 -1.145
C -4.838 -1.118 0.225
C 4.882 0.404 -0.564
C 3.449 0.814 1.402
O -0.009 0.076 1.068
O 0.189 -0.692 -1.579
S -1.038 0.444 0.095
S 1.288 -1.354 -0.767
H -2.333 -1.117 1.269
H -4.736 0.688 -1.807
H -3.085 1.240 -1.637
H -4.503 -2.116 0.182
H -5.743 -1.009 -0.667
H -5.343 -0.722 1.051
H 5.617 -0.051 0.117
H 4.862 -0.052 -1.508
H 4.902 1.480 -0.769
H 3.369 1.904 1.329
H 2.616 0.543 2.123
H 4.417 0.493 1.791
*
```

Values from the calculation:
- maximum force (eV/A) = 5.77
- HOMO-LUMO gap (alpha / beta) (eV) = 7.396 / 7.395
- ΔE to the lowest compared entry with this formula, charge and spin (kJ/mol) = 256.0
- total energy (hartree) = -1258.67369

Atomic partial charges in e from the Löwdin method, atoms 1 to 4: -0.309, -0.412, -0.273, -0.407

ORCA calculation (ωB97M-V/def2-TZVPD) on C39H30N5O5S4W as an isolated structure.

```
! RIJCOSX wB97M-V def2-TZVPD def2/J DEFGRID3
* xyz -1 1
W 0.284 0.787 -1.556
C -2.440 -3.083 -2.840
C -1.922 -1.697 -2.572
S -0.253 -1.586 -2.127
C -2.676 -0.591 -2.665
C -4.128 -0.576 -3.067
S -1.934 0.945 -2.378
H -1.637 -3.734 -3.185
H -3.224 -3.068 -3.598
H -2.859 -3.526 -1.932
H -4.254 -0.772 -4.136
H -4.577 0.392 -2.850
H -4.688 -1.332 -2.514
S 2.432 2.045 -1.449
C 3.185 2.008 -2.994
C 4.453 2.561 -3.192
C 5.043 2.544 -4.443
C 6.351 3.115 -4.616
N 7.399 3.568 -4.753
C 4.367 1.961 -5.532
C 3.112 1.407 -5.335
C 2.519 1.423 -4.076
S 0.961 0.686 -3.847
C 4.962 1.925 -6.838
N 5.428 1.899 -7.889
H 4.979 3.007 -2.359
H 2.591 0.956 -6.169
C -2.150 0.577 5.269
C -1.358 -0.694 5.136
C -1.218 -1.576 6.198
C -0.484 -2.748 6.081
C 0.112 -3.054 4.868
C -0.024 -2.196 3.787
C -0.746 -1.013 3.917
N -0.901 -0.103 2.852
C -0.267 -0.234 1.616
N 1.080 -0.246 1.693
C 1.974 -0.755 0.719
C 1.752 -0.594 -0.648
C 2.665 -1.231 -1.503
C 3.766 -1.916 -1.031
C 4.006 -1.976 0.334
C 3.114 -1.407 1.224
C 3.391 -1.462 2.705
N -0.902 -0.277 0.498
C -2.319 -0.378 0.564
C -3.080 0.787 0.512
C -4.465 0.727 0.522
C -5.097 -0.506 0.585
C -4.335 -1.664 0.656
C -2.944 -1.626 0.657
C -2.145 -2.891 0.803
H -2.479 0.719 6.297
H -3.043 0.561 4.637
H -1.558 1.444 4.969
H -1.690 -1.329 7.142
H -0.383 -3.415 6.927
H 0.678 -3.969 4.751
H 0.420 -2.456 2.835
H -1.820 0.310 2.780
H 1.452 -0.044 2.605
H 2.521 -1.156 -2.573
H 4.454 -2.377 -1.729
H 4.888 -2.477 0.716
H 4.308 -2.020 2.892
H 2.587 -1.942 3.266
H 3.533 -0.462 3.126
H -2.568 1.738 0.447
H -5.044 1.640 0.470
H -6.178 -0.568 0.584
H -4.828 -2.628 0.720
H -2.732 -3.753 0.483
H -1.869 -3.054 1.848
H -1.228 -2.848 0.218
O -0.439 6.607 0.760
C -0.318 5.518 0.276
C -0.504 5.168 -1.216
O -0.773 5.943 -2.095
C -0.258 3.709 -1.282
C 0.022 3.222 -0.021
O 0.185 1.917 0.072
C -0.036 4.209 1.031
O 0.089 4.083 2.231
O -0.289 2.898 -2.264
*
```

Values from the calculation:
- maximum force (eV/A) = 0.78
- HOMO-LUMO gap (eV) = 5.744
- ΔE to the lowest compared entry with this formula, charge and spin (kJ/mol) = 0.0
- total energy (hartree) = -3814.18857

Atomic partial charges in e from the Löwdin method, atoms 1 to 4: 1.094, -0.104, -0.728, 0.706

ORCA calculation (ωB97M-V/def2-TZVPD) on a 2-piece molecular cluster, C2H2FNO2 overall at a distorted geometry.

```
! RIJCOSX wB97M-V def2-TZVPD def2/J DEFGRID3
* xyz 0 1
C -1.437 -0.366 -0.363
C -0.271 -0.521 -0.084
N 0.990 -0.918 0.266
O 1.328 -1.750 -0.571
O 1.513 -0.571 1.297
F -0.296 2.361 -0.054
H 0.541 2.030 0.263
H -2.369 -0.265 -0.755
*
```

Values from the calculation:
- maximum force (eV/A) = 3.95
- HOMO-LUMO gap (eV) = 9.905
- ΔE to the lowest compared entry with this formula, charge and spin (kJ/mol) = 616.4
- total energy (hartree) = -382.29565

Atomic partial charges in e from the Löwdin method, atoms 1 to 4: 0.218, -0.071, -0.411, 0.110

ORCA calculation (ωB97M-V/def2-TZVPD) on a 2-piece molecular cluster, C20H29N3O overall at a distorted geometry.

```
! RIJCOSX wB97M-V def2-TZVPD def2/J DEFGRID3
* xyz 0 1
C -3.631 -0.011 0.229
C -3.227 -0.364 -1.188
C -4.044 -1.474 -1.820
N -1.845 -0.855 -1.163
N -1.625 -2.155 -1.128
N -0.277 -2.280 -1.064
C 0.286 -3.645 -0.928
C -0.140 -4.483 -2.121
C -0.216 -4.257 0.369
C 0.333 -1.066 -1.027
C 1.792 -0.914 -1.022
C 2.482 -0.763 0.204
C 3.875 -0.688 0.227
C 4.613 -0.739 -0.963
C 3.941 -0.876 -2.186
C 2.549 -0.969 -2.223
C -0.694 -0.095 -1.013
C -0.668 1.283 -0.939
H -4.657 0.369 0.276
H -3.581 -0.927 0.830
H -2.956 0.737 0.654
H -3.237 0.543 -1.808
H -5.108 -1.223 -1.828
H -3.715 -1.653 -2.848
H -3.897 -2.405 -1.266
H 1.375 -3.514 -0.908
H 0.263 -5.498 -2.039
H -1.232 -4.564 -2.157
H 0.220 -4.058 -3.060
H 0.179 -5.270 0.497
H 0.092 -3.663 1.233
H -1.310 -4.324 0.352
H 1.886 -0.745 1.123
H 4.385 -0.591 1.189
H 5.700 -0.650 -0.939
H 4.508 -0.915 -3.121
H 2.011 -1.101 -3.168
H 0.295 1.747 -0.821
H -1.605 1.829 -1.004
C 1.359 4.322 3.486
C 0.771 5.507 2.655
C -0.451 4.955 1.920
C -0.304 3.431 1.912
O -1.031 2.654 1.328
C 0.851 3.031 2.838
H 2.456 4.364 3.514
H 0.997 4.386 4.522
H 0.506 6.346 3.310
H 1.530 5.866 1.945
H -1.379 5.191 2.466
H -0.557 5.330 0.898
H 1.625 2.568 2.211
H 0.509 2.280 3.559
*
```

Values from the calculation:
- maximum force (eV/A) = 3.16
- HOMO-LUMO gap (eV) = 6.132
- ΔE to the lowest compared entry with this formula, charge and spin (kJ/mol) = 421.5
- total energy (hartree) = -1018.90737

Atomic partial charges in e from the Löwdin method, atoms 1 to 4: -0.043, -0.370, -0.072, -0.065

ORCA calculation (ωB97M-V/def2-TZVPD) on a single C18H28O10S molecule.

```
! RIJCOSX wB97M-V def2-TZVPD def2/J DEFGRID3
* xyz 0 1
C -2.318 0.897 -4.615
C -3.000 0.185 -3.463
H -2.715 -0.870 -3.434
H -4.090 0.273 -3.518
O -2.578 0.799 -2.236
C -2.495 0.041 -1.160
O -2.789 -1.122 -1.091
C -2.015 0.858 0.047
C -2.525 2.288 -0.112
O -1.829 3.260 -0.222
O -3.854 2.300 -0.107
C -4.498 3.567 -0.279
C -4.584 4.330 1.034
H -5.095 3.731 1.784
H -3.586 4.571 1.390
H -5.135 5.253 0.882
H -3.940 4.148 -1.020
H -5.491 3.326 -0.662
H -2.505 0.423 0.925
C -0.486 0.846 0.249
C 0.265 1.136 -1.036
H 1.218 1.623 -0.854
H -0.319 1.704 -1.753
S 0.633 -0.505 -1.736
O 2.039 -0.620 -2.019
O -0.244 -0.801 -2.838
C 0.180 -1.507 -0.284
C 0.000 -0.502 0.837
H -0.761 -0.878 1.530
C 1.282 -0.326 1.676
C 2.552 -0.115 0.839
O 2.948 0.969 0.505
O 3.153 -1.263 0.597
C 4.356 -1.222 -0.186
C 5.031 -2.575 -0.086
H 5.280 -2.801 0.948
H 5.942 -2.569 -0.677
H 4.370 -3.349 -0.465
H 4.066 -0.986 -1.215
H 4.992 -0.419 0.199
C 1.503 -1.536 2.580
O 0.861 -2.549 2.545
O 2.511 -1.301 3.415
C 2.875 -2.356 4.312
C 1.988 -2.368 5.547
H 2.334 -3.133 6.235
H 2.022 -1.401 6.045
H 0.961 -2.586 5.266
H 2.801 -3.310 3.782
H 3.915 -2.153 4.575
H 1.185 0.559 2.314
H -0.746 -2.019 -0.528
H 0.969 -2.226 -0.091
H -0.273 1.643 0.970
H -2.512 1.966 -4.569
H -1.248 0.719 -4.557
H -2.694 0.506 -5.556
*
```

Values from the calculation:
- maximum force (eV/A) = 0.80
- HOMO-LUMO gap (eV) = 10.829
- ΔE to the lowest compared entry with this formula, charge and spin (kJ/mol) = 3.0
- total energy (hartree) = -1853.33295

Atomic partial charges in e from the Löwdin method, atoms 1 to 4: -0.056, -0.196, 0.118, 0.133

> Which formula does entry 6 have?

C2H2FNO2